Entry 1:
Entry from OMol25: a 2-piece molecular cluster, C3H5ClN2O2 overall (ωB97M-V/def2-TZVPD).

Geometry as XYZ:
```
13
Properties=species:S:1:pos:R:3:nbo_charge:R:1
C -0.360 -0.525 -0.416 0.18
C -1.623 0.059 0.132 -0.66
C 0.829 -0.278 0.375 -0.11
N -0.369 -1.256 -1.421 -0.53
N 1.396 1.034 -0.033 0.47
O 0.702 2.028 0.146 -0.36
O 2.543 0.951 -0.464 -0.34
Cl 2.033 -1.461 0.708 0.10
H -1.955 -0.402 0.963 0.22
H -2.453 -0.060 -0.683 0.24
H -1.480 1.129 0.451 0.25
H 0.133 0.277 1.899 0.20
H 0.604 -1.496 -1.656 0.33
```

- HOMO-LUMO gap: 9.288 eV
- Energy relative to the best compared isomer or geometry (same formula, charge and spin): 173.16 kcal/mol
- 2S+1: 1
- Strongest force on any atom: 5.8 eV Å⁻¹
- HOMO energy: -10.6705 eV
- Net charge: 0


Entry 2:
Entry from OMol25: a 15-piece molecular cluster, C42H90ClNO19 overall (ωB97M-V/def2-TZVPD).

Geometry as XYZ:
```
153
Properties=species:S:1:pos:R:3:lowdin_charge:R:1
C -1.930 0.091 3.569 -0.09
C -3.292 -0.475 2.875 -0.18
C -3.080 -0.715 1.290 -0.07
C -3.275 0.384 0.208 0.05
C -3.031 0.173 -1.316 -0.01
C -2.557 -1.269 -1.762 0.01
C -2.362 -2.365 -0.684 -0.01
C -1.834 -3.834 -1.077 -0.09
C -0.242 -3.822 -0.726 -0.17
N 0.523 -2.815 -1.516 -0.12
C 1.847 -3.392 -1.980 -0.21
C 2.603 -2.230 -2.793 -0.09
C 0.870 -1.610 -0.726 -0.39
C 1.645 -1.588 0.671 -0.01
O 0.485 -0.493 -1.204 0.02
C -2.618 -2.133 0.858 -0.11
O -2.374 -3.224 1.766 -0.14
C -3.612 -3.892 2.136 -0.12
C -3.651 -5.458 1.804 -0.34
C -2.231 -6.208 1.868 -0.06
O -4.548 -6.188 2.720 -0.10
C -2.318 -1.462 -3.322 -0.24
O -2.500 -2.525 -3.973 0.03
C -1.845 -0.181 -4.189 -0.01
C -0.993 -0.421 -5.475 0.00
C -0.545 0.783 -6.380 -0.03
C -0.987 2.201 -5.900 -0.02
C -1.849 2.443 -4.602 -0.08
C -2.242 3.946 -4.235 -0.17
C -1.034 4.779 -3.532 -0.24
C 0.183 5.072 -4.542 -0.53
Cl 1.508 6.049 -3.669 0.49
C -2.302 1.254 -3.713 0.01
C -3.202 1.351 -2.410 -0.24
O -4.039 2.252 -2.146 0.03
H -2.050 -0.029 4.715 0.08
H -1.785 1.208 3.340 0.06
H -1.006 -0.541 3.279 0.08
H -4.195 0.203 3.088 0.09
H -3.492 -1.484 3.401 0.10
H -3.605 1.436 0.535 0.10
H -2.335 -4.640 -0.414 0.09
H -2.052 -4.130 -2.156 0.11
H -0.177 -3.592 0.400 0.11
H 0.128 -4.906 -0.859 0.13
H 1.582 -4.315 -2.611 0.13
H 2.446 -3.653 -1.030 0.12
H 1.882 -1.475 -3.291 0.09
H 3.302 -1.701 -2.044 0.08
H 3.176 -2.723 -3.651 0.07
H 2.730 -1.958 0.618 0.09
H 1.061 -2.100 1.526 0.07
H 1.718 -0.478 0.991 0.10
H -4.457 -3.406 1.509 0.15
H -3.788 -3.737 3.259 0.13
H -4.085 -5.622 0.751 0.14
H -1.318 -5.530 1.764 0.07
H -2.108 -6.899 2.784 0.09
H -2.200 -6.922 0.955 0.09
H -4.784 -7.009 2.220 0.11
H -0.674 -1.461 -5.823 0.10
H 0.049 0.569 -7.328 0.09
H -0.689 3.081 -6.563 0.09
H -3.210 4.043 -3.644 0.10
H -2.423 4.486 -5.243 0.10
H -0.653 4.299 -2.569 0.11
H -1.483 5.807 -3.264 0.11
H 0.659 4.066 -4.813 0.07
H -0.122 5.702 -5.442 0.09
C 4.822 3.750 -4.348 -0.16
O 5.127 5.027 -3.805 -0.14
H 5.740 3.165 -4.412 0.08
H 4.110 3.235 -3.697 0.08
H 4.397 3.867 -5.346 0.05
H 4.298 5.520 -3.759 0.01
C 3.462 -3.839 3.716 -0.15
O 2.525 -3.013 3.033 -0.16
H 4.429 -3.759 3.219 0.06
H 3.558 -3.506 4.749 0.06
H 3.124 -4.877 3.687 0.08
H 1.679 -3.102 3.493 0.07
C -5.058 7.044 -4.874 -0.15
O -4.443 5.816 -5.235 -0.14
H -4.515 7.474 -4.031 0.08
H -5.021 7.737 -5.718 0.08
H -6.095 6.866 -4.582 0.08
H -4.941 5.457 -5.982 0.09
C 3.722 9.135 -1.623 -0.16
O 4.338 7.908 -1.985 -0.13
H 4.264 9.564 -0.780 0.08
H 3.758 9.829 -2.467 0.08
H 2.684 8.955 -1.332 0.07
H 3.841 7.550 -2.732 0.03
C 6.037 -3.330 -3.094 -0.17
O 5.388 -3.523 -1.846 -0.14
H 5.492 -3.877 -3.863 0.08
H 6.045 -2.266 -3.344 0.08
H 7.061 -3.708 -3.039 0.07
H 5.890 -3.030 -1.185 0.08
C -4.834 -5.546 6.191 -0.17
O -6.149 -5.694 5.685 -0.13
H -4.878 -5.018 7.144 0.08
H -4.387 -6.532 6.345 0.08
H -4.232 -4.969 5.485 0.06
H -6.078 -6.164 4.843 0.06
C 4.027 2.651 -8.294 -0.16
O 4.143 2.084 -6.997 -0.14
H 3.821 3.717 -8.195 0.08
H 4.963 2.513 -8.841 0.08
H 3.205 2.173 -8.833 0.07
H 4.324 1.143 -7.113 0.08
C -5.925 2.690 4.448 -0.15
O -5.627 2.051 3.216 -0.15
H -6.406 1.970 5.111 0.08
H -5.001 3.046 4.911 0.08
H -6.601 3.530 4.273 0.08
H -5.202 2.710 2.650 0.07
C 7.570 -5.177 2.926 -0.16
O 6.248 -5.312 2.422 -0.14
H 7.531 -4.668 3.889 0.06
H 8.017 -6.166 3.058 0.08
H 8.171 -4.586 2.229 0.07
H 6.313 -5.765 1.571 0.08
C -7.224 -0.681 1.263 -0.16
O -6.738 -1.361 0.115 -0.13
H -8.229 -1.039 1.486 0.08
H -6.569 -0.885 2.115 0.07
H -7.257 0.393 1.067 0.07
H -5.848 -1.026 -0.061 0.05
C 1.661 -3.604 7.228 -0.15
O 2.579 -4.364 6.455 -0.15
H 1.089 -2.958 6.561 0.08
H 0.978 -4.274 7.755 0.08
H 2.207 -2.987 7.947 0.08
H 3.071 -4.925 7.068 0.09
C 10.385 -3.173 4.931 -0.16
O 9.466 -4.125 5.445 -0.14
H 10.566 -3.391 3.878 0.08
H 9.966 -2.168 5.025 0.08
H 11.328 -3.236 5.480 0.08
H 9.323 -3.910 6.376 0.08
C -1.526 4.427 2.715 -0.15
O -2.845 4.284 2.202 -0.13
H -1.573 4.956 3.666 0.08
H -1.082 3.440 2.870 0.06
H -0.920 5.002 2.012 0.07
H -2.773 3.814 1.361 0.07
C -1.710 8.642 2.829 -0.15
O -1.093 7.411 2.484 -0.14
H -1.171 9.083 3.669 0.08
H -1.672 9.326 1.977 0.08
H -2.749 8.466 3.120 0.08
H -1.589 7.043 1.741 0.07
```

- HOMO-LUMO gap: 7.706 eV
- Energy relative to the best compared isomer or geometry (same formula, charge and spin): 300.19 kcal/mol
- 2S+1: 1
- Strongest force on any atom: 5.2 eV Å⁻¹
- HOMO energy: -8.6642 eV
- Net charge: 0


Entry 3:
Entry from OMol25: one molecule with the formula C19H20N2O5S (ωB97M-V/def2-TZVPD).

Geometry as XYZ:
```
47
Properties=species:S:1:pos:R:3:nbo_charge:R:1
C -5.339 1.922 1.057 -0.60
C -3.876 1.500 1.113 -0.39
C -3.624 0.240 0.288 -0.41
C -2.154 -0.147 0.315 -0.07
H -1.816 -0.393 1.328 0.19
H -1.533 0.667 -0.071 0.19
O -1.963 -1.291 -0.527 -0.50
C -0.845 -1.977 -0.369 0.80
O 0.005 -1.747 0.449 -0.59
C -0.801 -3.112 -1.378 -0.64
H -1.138 -2.762 -2.353 0.27
H -1.458 -3.918 -1.043 0.26
S 0.844 -3.869 -1.485 0.29
C 1.961 -2.501 -1.434 0.16
C 1.777 -1.279 -1.979 -0.29
C 0.663 -0.910 -2.733 0.29
N -0.223 -0.564 -3.381 -0.34
C 2.790 -0.184 -1.672 -0.22
C 2.323 0.486 -0.395 -0.01
C 2.869 0.198 0.845 -0.22
C 2.376 0.766 2.017 -0.24
C 1.313 1.625 1.902 0.23
C 0.757 1.922 0.658 0.30
C 1.241 1.371 -0.499 -0.29
H 0.796 1.602 -1.454 0.23
O -0.291 2.793 0.824 -0.50
C -0.349 3.063 2.209 0.24
O 0.635 2.307 2.878 -0.48
H -0.171 4.137 2.382 0.16
H -1.346 2.795 2.593 0.16
H 2.806 0.534 2.976 0.23
H 3.703 -0.479 0.929 0.22
C 4.188 -0.793 -1.616 -0.51
C 4.268 -2.044 -0.770 0.70
O 5.249 -2.399 -0.164 -0.57
N 3.129 -2.809 -0.775 -0.63
H 3.159 -3.678 -0.255 0.43
H 4.916 -0.071 -1.245 0.25
H 4.493 -1.084 -2.627 0.25
H 2.760 0.555 -2.479 0.24
H -3.918 0.411 -0.749 0.21
H -4.223 -0.586 0.675 0.20
H -3.247 2.308 0.733 0.20
H -3.591 1.313 2.152 0.19
H -5.635 2.131 0.032 0.20
H -5.980 1.132 1.444 0.20
H -5.501 2.817 1.652 0.21
```

- HOMO-LUMO gap: 8.470 eV
- Energy relative to the best compared isomer or geometry (same formula, charge and spin): 42.30 kcal/mol
- 2S+1: 1
- Strongest force on any atom: 1.3 eV Å⁻¹
- HOMO energy: -8.1676 eV
- SMILES: CCCCOC(=O)CSC1=C(C#N)[C@@H](c2ccc3c(c2)OCO3)CC(=O)N1
- Net charge: 0


Entry 4:
Entry from OMol25: one molecule with the formula H4SSi (ωB97M-V/def2-TZVPD).

Geometry as XYZ:
```
6
Properties=species:S:1:pos:R:3:nbo_charge:R:1
Si 0.429 -0.247 0.307 0.76
S -1.537 0.153 -0.703 -0.44
H 0.930 0.519 1.401 -0.16
H -0.039 -1.629 0.616 -0.15
H 1.514 -0.289 -0.713 -0.16
H -1.297 1.492 -0.907 0.15
```

- HOMO-LUMO gap: 10.269 eV
- Energy relative to the best compared isomer or geometry (same formula, charge and spin): 7.51 kcal/mol
- 2S+1: 1
- Strongest force on any atom: 2.8 eV Å⁻¹
- HOMO energy: -9.5989 eV
- SMILES: [SiH3]S
- Net charge: 0


Entry 5:
Entry from OMol25: C21H22GdN3O4SSe2 as an isolated structure (ωB97M-V/def2-TZVPD).

Geometry as XYZ:
```
54
Properties=species:S:1:pos:R:3:lowdin_spin:R:1
Gd 0.036 -0.038 -1.186 6.81
C 0.094 3.808 2.660 0.00
C 0.345 2.311 2.951 0.00
C -0.955 1.501 2.793 0.00
C 1.537 1.725 2.156 0.00
C 2.721 2.462 2.117 0.00
C 3.872 1.925 1.549 0.00
C 3.827 0.687 0.837 0.00
C 5.016 0.052 0.080 0.00
C 2.633 -0.031 0.932 0.00
C 1.467 0.516 1.504 -0.01
H -0.925 4.104 2.942 0.00
H 0.195 3.834 1.532 0.00
H 0.878 4.452 3.057 0.00
H 0.752 2.192 3.988 0.00
H -1.535 1.855 1.894 0.00
H -1.682 1.660 3.609 0.00
H -0.824 0.381 2.750 0.00
H 2.816 3.451 2.588 0.00
H 4.816 2.526 1.591 0.00
H 5.271 -0.933 0.521 0.00
H 5.878 0.674 0.123 0.00
H 4.742 -0.018 -0.997 0.00
H 2.570 -1.044 0.580 0.00
H 0.480 -0.022 1.485 0.00
S -0.437 -2.156 1.297 0.00
C 0.286 -3.106 0.042 0.00
C 0.608 -4.526 0.176 0.00
C 0.979 -5.244 -0.932 0.00
C 1.189 -4.541 -2.108 0.00
C 0.959 -3.160 -2.173 0.00
N 0.504 -2.502 -1.107 0.00
H 0.516 -5.024 1.157 0.00
H 1.078 -6.338 -0.922 0.00
H 1.508 -5.054 -2.992 0.00
H 1.056 -2.529 -3.048 0.00
Se -2.492 2.651 -1.905 0.00
N -2.168 0.673 -1.863 -0.01
C -3.364 0.165 -1.710 0.00
C -3.588 -1.120 -1.115 0.00
C -4.797 -1.446 -0.633 0.00
C -5.958 -0.676 -0.954 0.00
C -5.862 0.518 -1.696 0.00
C -4.555 1.033 -1.969 0.00
N -4.281 2.287 -2.227 0.00
H -2.741 -1.751 -0.922 0.00
H -4.871 -2.349 -0.013 0.00
H -6.908 -1.004 -0.532 0.00
H -6.764 1.163 -1.904 0.00
O 3.501 0.780 -3.004 0.00
Se 1.917 1.104 -3.129 0.01
O 1.261 1.686 -1.579 0.09
O 1.095 -0.469 -2.953 0.11
O -1.699 2.901 -3.339 0.00
```

- HOMO-LUMO gap (spin up / spin down): 4.146 / 4.145 eV
- Energy relative to the best compared isomer or geometry (same formula, charge and spin): 50.82 kcal/mol
- 2S+1: 8
- Strongest force on any atom: 3.9 eV Å⁻¹
- HOMO energy (spin up / spin down): -7.3830 / -7.3819 eV
- Expectation value of S²: 16.040
- Net charge: 0


Entry 6:
Entry from OMol25: a 2-piece molecular cluster, C9H21N2Si overall (ωB97M-V/def2-TZVPD).

Geometry as XYZ:
```
33
Properties=species:S:1:pos:R:3:nbo_charge:R:1
C -1.471 0.732 0.211 0.49
C -2.615 -1.058 -0.618 -0.23
C -1.114 -1.381 -0.433 -0.07
C -1.194 2.097 0.739 -0.67
C -0.875 -2.496 0.583 -0.61
C -3.954 0.996 -0.125 -0.40
C 3.125 1.915 -0.851 -1.18
C 4.140 -1.113 -0.939 -1.18
C 1.992 -0.138 1.376 -1.26
N -2.707 0.291 -0.089 -0.40
N -0.527 -0.130 0.032 -0.60
Si 3.106 0.199 -0.068 1.93
H -2.924 -1.078 -1.668 0.20
H -3.258 -1.737 -0.052 0.20
H -0.641 -1.656 -1.383 0.19
H -0.233 2.440 0.368 0.23
H -1.150 2.066 1.826 0.25
H -1.961 2.804 0.444 0.23
H -1.285 -2.213 1.551 0.21
H 0.190 -2.685 0.696 0.20
H -1.357 -3.411 0.252 0.22
H -3.893 1.917 0.448 0.22
H -4.239 1.234 -1.156 0.20
H -4.735 0.368 0.311 0.21
H 3.138 2.701 -0.100 0.28
H 3.984 2.064 -1.503 0.27
H 2.229 2.060 -1.452 0.29
H 4.402 -0.813 -1.954 0.28
H 5.070 -1.304 -0.404 0.29
H 3.608 -2.061 -1.002 0.28
H 2.197 -1.086 1.871 0.27
H 2.011 0.652 2.124 0.28
H 0.941 -0.173 0.962 0.36
```

- HOMO-LUMO gap: 6.579 eV
- Energy relative to the best compared isomer or geometry (same formula, charge and spin): 18.83 kcal/mol
- 2S+1: 1
- Strongest force on any atom: 1.2 eV Å⁻¹
- HOMO energy: -11.1371 eV
- Net charge: +1


Entry 7:
Entry from OMol25: C24H30BLaN9O2S5Sb as an isolated structure (ωB97M-V/def2-TZVPD).

Geometry as XYZ:
```
73
Properties=species:S:1:pos:R:3:lowdin_spin:R:1
La -0.738 0.272 -0.120 0.02
C -2.074 4.192 0.370 0.01
C -0.722 3.860 0.891 0.00
C 0.255 4.764 1.322 0.00
C 1.277 3.980 1.819 0.00
C 2.553 4.436 2.437 0.00
N 0.922 2.687 1.662 0.00
N -0.299 2.613 1.083 0.00
B 1.531 1.452 2.360 0.00
N 0.404 0.721 3.120 0.00
N -0.653 0.154 2.500 0.00
C -1.401 -0.428 3.430 0.00
C -2.650 -1.168 3.106 0.00
C -0.826 -0.222 4.689 0.00
C 0.317 0.517 4.449 0.00
C 1.293 1.022 5.452 0.00
N 2.196 0.449 1.384 0.00
N 1.532 -0.661 0.973 0.00
C 2.439 -1.544 0.567 0.00
C 2.101 -2.938 0.173 0.00
C 3.719 -0.985 0.673 0.00
C 3.523 0.276 1.200 0.00
C 4.550 1.313 1.486 0.00
H -2.557 4.920 1.023 0.00
H -2.695 3.299 0.326 0.00
H -1.989 4.635 -0.624 0.01
H 0.209 5.836 1.282 0.00
H 2.559 5.524 2.482 0.00
H 3.407 4.091 1.857 0.00
H 2.648 4.044 3.448 0.00
H 2.350 1.811 3.137 0.00
H -2.732 -1.326 2.030 0.00
H -3.521 -0.608 3.448 0.00
H -2.644 -2.137 3.604 0.00
H -1.183 -0.568 5.639 0.00
H 0.973 0.717 6.446 0.00
H 1.353 2.109 5.425 0.00
H 2.284 0.615 5.257 0.00
H 1.027 -3.068 0.054 0.00
H 2.451 -3.632 0.940 0.00
H 2.601 -3.190 -0.760 0.00
H 4.652 -1.439 0.402 0.00
H 5.539 0.895 1.314 0.00
H 4.477 1.660 2.515 0.00
H 4.415 2.169 0.824 0.00
S -3.644 1.407 -4.457 0.31
Sb -2.644 2.112 -2.516 0.30
S -3.423 0.871 -0.596 0.13
S -0.272 1.727 -2.460 0.16
N -4.041 -2.616 -6.520 0.00
C -3.569 -2.730 -5.227 0.00
C -4.048 -1.868 -4.238 0.01
C -3.543 -1.931 -2.958 0.00
C -2.585 -2.881 -2.646 0.00
C -2.152 -3.788 -3.597 0.00
C -2.650 -3.724 -4.882 0.00
S -1.575 -2.646 -1.211 0.00
O -0.902 -3.870 -0.852 0.00
O -2.313 -2.001 -0.133 0.01
N -0.558 -1.483 -1.675 0.00
C 0.604 -1.633 -2.292 0.00
S 1.036 -3.014 -3.303 0.00
C 2.570 -2.246 -3.589 0.00
C 2.636 -1.066 -2.935 0.00
N 1.544 -0.733 -2.202 0.01
H -4.398 -1.697 -6.739 0.00
H -3.419 -2.978 -7.226 0.00
H -4.743 -1.090 -4.506 0.01
H -3.861 -1.226 -2.206 0.00
H -1.402 -4.512 -3.319 0.00
H -2.290 -4.401 -5.644 0.00
H 3.303 -2.720 -4.208 0.00
H 3.465 -0.380 -2.959 0.00
```

- HOMO-LUMO gap (spin up / spin down): 6.635 / 6.136 eV
- Energy relative to the best compared isomer or geometry (same formula, charge and spin): 23.11 kcal/mol
- 2S+1: 2
- Strongest force on any atom: 2.0 eV Å⁻¹
- HOMO energy (spin up / spin down): -4.3433 / -4.9401 eV
- Expectation value of S²: 0.763
- Net charge: -1


Entry 8:
Entry from OMol25: a 2-piece molecular cluster, C7H14O overall (ωB97M-V/def2-TZVPD).

Geometry as XYZ:
```
22
Properties=species:S:1:pos:R:3:nbo_charge:R:1
C 0.939 -1.555 0.436 -0.61
C 0.021 -1.229 -0.780 -0.45
C -0.676 0.064 -0.574 0.02
C -1.987 0.331 -0.573 -0.42
C 0.661 1.758 0.602 -0.40
C 0.263 1.274 -0.561 -0.01
C 0.488 1.901 -1.881 -0.65
H 0.724 -2.610 0.725 0.22
H 0.672 -1.009 1.332 0.21
H 2.005 -1.476 0.231 0.21
H 0.674 -1.199 -1.668 0.21
H -0.780 -1.913 -1.055 0.21
H -2.638 -0.543 -0.534 0.20
H -2.324 1.358 -0.559 0.21
H 0.552 1.274 1.555 0.20
H 1.329 2.611 0.602 0.19
H -0.379 2.267 -2.435 0.23
H 1.154 2.779 -1.819 0.22
H 0.868 1.151 -2.640 0.22
H 0.216 -1.896 3.405 0.47
H -1.119 -1.245 3.122 0.47
O -0.664 -2.094 3.069 -0.93
```

- HOMO-LUMO gap: 9.984 eV
- Energy relative to the best compared isomer or geometry (same formula, charge and spin): 45.22 kcal/mol
- 2S+1: 1
- Strongest force on any atom: 2.6 eV Å⁻¹
- HOMO energy: -9.2342 eV
- SMILES: C=C(C)C(=C)CC.O
- Net charge: 0